(1)
Computed, not measured: one molecule with the formula C16H15ClN6O4 at a distorted geometry, with ωB97M-V with the def2-TZVPD basis set.

Geometry as XYZ:
```
42
Properties=species:S:1:pos:R:3:lowdin_charge:R:1
C 6.682 2.888 -0.190 -0.06
C 7.194 1.792 -1.112 -0.21
H 7.663 2.205 -2.007 0.12
H 7.900 1.142 -0.584 0.12
O 6.100 0.996 -1.584 0.00
C 5.770 -0.066 -0.863 -0.51
O 6.381 -0.496 0.076 0.12
C 4.508 -0.729 -1.425 -0.04
N 3.637 -1.077 -0.327 0.09
C 3.403 -0.194 0.653 -0.46
O 3.842 0.935 0.679 0.09
C 2.476 -0.734 1.760 -0.03
N 1.092 -0.673 1.326 0.03
C 0.338 0.406 1.629 -0.10
N -0.893 0.600 1.297 0.15
C -1.430 -0.408 0.574 -0.19
N -2.675 -0.553 0.060 0.01
N -2.727 -1.736 -0.594 0.07
N -1.616 -2.332 -0.530 0.10
C -0.749 -1.571 0.185 -0.12
C 0.629 -1.756 0.533 -0.34
O 1.383 -2.659 0.237 0.08
C -3.784 0.298 0.126 -0.17
C -4.959 -0.101 -0.501 -0.04
C -6.060 0.735 -0.444 -0.67
C -6.003 1.950 0.224 -0.11
C -4.823 2.327 0.842 -0.07
C -3.706 1.511 0.800 -0.01
H -2.785 1.801 1.279 0.09
H -4.772 3.270 1.363 0.11
H -6.871 2.588 0.257 0.10
Cl -7.525 0.255 -1.218 0.69
H -4.994 -1.046 -1.018 0.10
H 0.821 1.182 2.207 0.15
H 2.723 -1.776 1.975 0.14
H 2.605 -0.121 2.651 0.14
H 3.179 -1.982 -0.306 0.12
H 4.791 -1.639 -1.955 0.14
H 4.025 -0.031 -2.118 0.13
H 7.518 3.455 0.209 0.08
H 6.123 2.442 0.629 0.07
H 6.020 3.557 -0.733 0.08
```

The total charge is 0. The structure (SMILES) is CCOC(=O)CNC(=O)Cn1cnc2c(nnn2-c2cccc(Cl)c2)c1=O. For the highest occupied orbital energy, the calculation gives -0.3433 Eh. The calculation puts the orbital gap at 9.157 eV.

---

(2)
Computed, not measured: C16H15CoF10N2O4SeTe2 as an isolated structure, with ωB97M-V with the def2-TZVPD basis set.

Geometry as XYZ:
```
51
Properties=species:S:1:pos:R:3:lowdin_charge:R:1
Co 0.272 0.096 0.927 0.61
F 2.439 -1.407 -2.171 -0.33
Te 1.507 -1.867 -0.644 1.86
F 0.056 -0.664 -1.100 -0.35
F 0.642 -3.114 -1.676 -0.31
F 2.752 -3.131 -0.190 -0.31
F 0.322 -2.352 0.731 -0.32
O 2.074 -0.476 0.376 -0.51
C -7.956 0.411 0.381 -0.05
C -6.504 0.466 0.767 -0.26
C -6.100 0.283 2.077 0.00
C -4.761 0.351 2.452 -0.18
C -4.405 0.160 3.903 -0.02
C -3.799 0.573 1.459 -0.04
C -4.180 0.748 0.116 -0.18
C -3.199 1.008 -1.001 -0.03
C -5.528 0.707 -0.197 -0.01
C -2.366 0.660 1.863 -0.55
O -1.991 1.252 2.866 -0.09
O -1.534 0.072 1.045 -0.08
H -8.586 0.214 1.248 0.07
H -8.132 -0.377 -0.353 0.08
H -8.277 1.353 -0.066 0.08
H -6.845 0.088 2.840 0.12
H -5.282 -0.156 4.466 0.08
H -4.029 1.087 4.335 0.09
H -3.620 -0.584 4.035 0.08
H -2.492 1.797 -0.730 0.07
H -3.728 1.334 -1.894 0.08
H -2.615 0.122 -1.243 0.08
H -5.831 0.863 -1.227 0.12
F 1.839 0.925 5.024 -0.35
Te 0.251 0.294 4.295 1.87
F 0.967 -1.296 4.935 -0.35
F -0.665 0.615 5.864 -0.33
F 0.012 2.137 4.046 -0.43
F -1.189 -0.845 3.930 -0.34
O 0.924 0.058 2.604 -0.51
Se -0.514 3.182 1.475 1.39
N 0.407 1.930 0.543 -0.22
C 1.020 2.520 -0.491 -0.27
C 1.890 1.932 -1.454 -0.01
C 2.387 2.716 -2.442 -0.04
C 2.078 4.109 -2.553 -0.06
C 1.276 4.712 -1.648 -0.01
C 0.730 3.927 -0.586 -0.36
N -0.066 4.424 0.346 -0.20
H 2.167 0.899 -1.366 0.06
H 3.055 2.275 -3.170 0.12
H 2.504 4.675 -3.370 0.11
H 1.029 5.763 -1.689 0.12
```

The total charge is 0. For the energy above the lowest of the compared OMol25 structures with the same formula, charge and spin, the calculation gives 43.68 kJ/mol. For the highest occupied orbital energy (spin up / spin down), the calculation gives -0.3384 / -0.3384 Eh. The calculation puts the orbital gap (spin up / spin down) at 6.661 / 6.654 eV.

---

(3)
Computed, not measured: C16H15HgI2N2O8 as an isolated structure, with ωB97M-V with the def2-TZVPD basis set.

Geometry as XYZ:
```
44
Properties=species:S:1:pos:R:3:lowdin_charge:R:1
Hg -0.811 -0.835 -1.019 1.02
C 2.677 -2.220 0.858 -0.12
C 2.258 -1.075 1.452 -0.13
C 2.086 -0.082 0.414 -0.07
C 2.411 -0.671 -0.833 -0.17
C 2.765 -1.975 -0.594 -0.10
H 2.871 -3.167 1.343 0.09
H 2.047 -0.921 2.499 0.09
H 1.725 0.925 0.557 0.08
H 2.327 -0.188 -1.793 0.08
H 3.017 -2.708 -1.346 0.09
O -4.089 2.003 -0.075 -0.04
C -3.107 1.556 -0.692 -0.66
O -2.871 0.337 -0.914 -0.14
C -2.109 2.591 -1.215 -0.04
C -2.584 3.879 -1.319 0.05
C -1.796 4.930 -1.782 -0.16
C -0.471 4.709 -2.127 0.06
C 0.028 3.444 -1.988 -0.06
C -0.746 2.299 -1.573 -0.28
O -0.181 1.165 -1.581 -0.17
N 1.449 3.287 -2.301 -0.34
O 1.877 3.879 -3.284 0.05
O 2.140 2.630 -1.552 0.08
N -2.338 6.259 -1.891 -0.37
O -3.510 6.443 -1.592 0.04
O -1.603 7.162 -2.279 0.02
H -3.607 4.058 -1.022 0.12
H 0.153 5.512 -2.487 0.13
I 0.058 -2.378 -3.783 -0.49
C -0.722 -2.802 -0.292 -0.90
I -1.315 -3.242 1.735 0.54
H 0.307 -3.139 -0.350 -0.09
H -1.340 -3.441 -0.912 -0.09
C -2.169 0.733 2.430 -0.03
C -1.363 1.969 2.138 -0.49
C -2.103 3.283 2.202 -0.02
O -0.183 1.917 1.862 0.05
H -2.655 0.837 3.404 0.08
H -1.532 -0.148 2.423 0.02
H -2.961 0.630 1.684 0.07
H -2.451 3.446 3.226 0.08
H -2.978 3.232 1.549 0.07
H -1.446 4.096 1.902 0.08
```

The total charge is -2. Its expectation value of S² is 0.766. For the energy above the lowest of the compared OMol25 structures with the same formula, charge and spin, the calculation gives 0.00 kJ/mol. For the highest occupied orbital energy (spin up / spin down), the calculation gives -0.0863 / -0.0867 Eh. The calculation puts the orbital gap (spin up / spin down) at 6.300 / 5.729 eV. The spin multiplicity is 2.

---

(4)
Computed, not measured: one molecule with the formula C16H15N3O2 at a distorted geometry, with ωB97M-V with the def2-TZVPD basis set.

Geometry as XYZ:
```
36
Properties=species:S:1:pos:R:3:lowdin_charge:R:1
C 2.503 -3.663 -2.861 -0.11
C 2.739 -4.215 -1.611 -0.09
C 1.862 -3.986 -0.572 -0.01
C 0.727 -3.197 -0.768 -0.26
C 0.489 -2.646 -2.021 -0.02
C 1.379 -2.882 -3.056 -0.09
H 1.185 -2.447 -4.026 0.10
H -0.381 -2.036 -2.205 0.10
O -0.074 -3.037 0.322 -0.05
C -1.223 -2.221 0.210 -0.21
C -1.828 -2.091 1.604 -0.14
H -2.808 -1.617 1.529 0.12
C -0.914 -1.281 2.535 -0.09
C -0.882 0.148 2.153 -0.33
N -0.472 0.675 1.041 0.21
C -0.692 2.013 1.225 -0.30
N -1.212 2.278 2.396 0.13
O -1.340 1.073 3.008 0.05
C -0.381 3.010 0.223 -0.14
C -0.652 4.361 0.436 -0.01
C -0.330 5.263 -0.561 -0.05
C 0.246 4.780 -1.729 -0.15
N 0.507 3.500 -1.938 0.06
C 0.204 2.637 -0.988 -0.09
H 0.434 1.599 -1.186 0.11
H 0.513 5.447 -2.538 0.10
H -0.522 6.318 -0.440 0.10
H -1.103 4.673 1.366 0.11
H -1.262 -1.349 3.566 0.13
H 0.094 -1.693 2.463 0.13
H -1.953 -3.089 2.026 0.12
H -0.953 -1.228 -0.167 0.10
H -1.950 -2.684 -0.473 0.13
H 2.031 -4.408 0.406 0.11
H 3.613 -4.828 -1.446 0.10
H 3.190 -3.842 -3.674 0.10
```

The total charge is 0. The structure (SMILES) is c1ccc(OCCCc2nc(-c3cccnc3)no2)cc1. For the energy above the lowest of the compared OMol25 structures with the same formula, charge and spin, the calculation gives 171.42 kJ/mol. For the highest occupied orbital energy, the calculation gives -0.3139 Eh. The calculation puts the orbital gap at 8.917 eV.

---

(5)
Computed, not measured: one molecule with the formula C16H15N5O2 at a distorted geometry, with ωB97M-V with the def2-TZVPD basis set.

Geometry as XYZ:
```
38
Properties=species:S:1:pos:R:3:lowdin_charge:R:1
C -3.394 -2.918 -0.052 -0.06
H -3.264 -3.334 -1.055 0.10
O -2.172 -2.897 0.653 -0.06
C -1.095 -2.167 0.286 -0.20
C 0.043 -2.507 1.041 0.01
C 1.253 -1.896 0.855 -0.01
C 1.381 -0.897 -0.118 -0.21
C 0.255 -0.552 -0.859 0.00
C -0.982 -1.160 -0.687 -0.11
C -2.121 -0.616 -1.520 -0.13
O -3.111 0.034 -0.724 -0.03
C -2.785 1.236 -0.211 -0.33
N -1.621 1.781 -0.520 0.14
C -1.329 2.968 -0.008 -0.13
C -2.175 3.666 0.830 -0.07
C -3.401 3.090 1.149 -0.07
C -3.721 1.857 0.626 0.01
H -4.655 1.363 0.837 0.12
H -4.094 3.602 1.799 0.11
H -1.891 4.628 1.224 0.10
H -0.364 3.363 -0.295 0.11
H -1.719 0.105 -2.238 0.12
H -2.659 -1.395 -2.063 0.12
H 0.336 0.234 -1.595 0.11
C 2.631 -0.221 -0.352 -0.08
N 3.675 -0.528 0.313 0.10
N 4.849 0.102 0.109 -0.10
C 5.231 1.163 -0.672 -0.16
N 6.494 1.402 -0.511 0.00
N 6.983 0.510 0.373 0.00
C 6.009 -0.258 0.743 -0.15
H 6.067 -1.068 1.438 0.12
H 4.583 1.721 -1.315 0.11
H 2.622 0.555 -1.123 0.12
H 2.114 -2.169 1.443 0.11
H -0.082 -3.280 1.783 0.12
H -4.035 -3.585 0.524 0.10
H -3.857 -1.932 -0.108 0.08
```

The total charge is 0. The structure (SMILES) is COc1ccc(/C=N/n2cnnc2)cc1COc1ccccn1. For the energy above the lowest of the compared OMol25 structures with the same formula, charge and spin, the calculation gives 124.50 kJ/mol. For the highest occupied orbital energy, the calculation gives -0.3103 Eh. The calculation puts the orbital gap at 8.439 eV.

---

(6)
Computed, not measured: C16H15N8O2ReS as an isolated structure at a distorted geometry, with ωB97M-V with the def2-TZVPD basis set.

Geometry as XYZ:
```
43
Properties=species:S:1:pos:R:3:lowdin_charge:R:1
Re 0.095 0.501 -1.162 1.84
N -0.164 4.213 -3.186 0.18
C 1.134 4.382 -2.828 0.01
C 1.518 3.251 -2.151 -0.05
N 0.463 2.396 -2.092 -0.08
C -0.566 3.013 -2.742 -0.20
C -1.779 2.261 -2.748 -0.19
N -1.658 1.028 -2.177 -0.07
C -2.895 0.467 -2.181 -0.04
C -3.772 1.354 -2.755 0.02
N -3.060 2.458 -3.100 0.19
H -0.707 4.881 -3.722 0.20
H 1.692 5.272 -3.057 0.15
H 2.477 3.032 -1.721 0.14
H -3.086 -0.516 -1.795 0.14
H -4.829 1.272 -2.931 0.16
H -3.457 3.269 -3.558 0.20
N -0.833 -2.572 6.491 0.19
C -0.599 -2.116 5.268 -0.27
C -1.339 -1.013 4.749 0.02
C -1.076 -0.540 3.487 -0.06
C -0.081 -1.141 2.712 -0.30
C 0.648 -2.235 3.179 -0.04
C 0.396 -2.719 4.442 0.02
S 0.205 -0.362 1.136 0.65
O 1.489 0.295 1.013 -0.26
O -0.921 0.540 0.866 -0.34
N 0.165 -1.313 -0.210 -0.16
C 1.272 -1.657 -0.914 -0.48
N 1.361 -0.849 -2.026 -0.05
C 2.327 -1.078 -2.910 -0.03
C 3.263 -2.076 -2.671 0.05
C 3.143 -2.793 -1.479 0.00
N 2.156 -2.575 -0.626 0.21
H -1.535 -2.140 7.083 0.14
H -0.306 -3.349 6.875 0.14
H -2.108 -0.559 5.356 0.13
H -1.632 0.289 3.074 0.12
H 1.399 -2.702 2.558 0.12
H 0.942 -3.572 4.819 0.13
H 2.350 -0.454 -3.795 0.15
H 4.058 -2.278 -3.371 0.14
H 3.849 -3.565 -1.198 0.15
```

The total charge is +3. Its expectation value of S² is 3.770. For the energy above the lowest of the compared OMol25 structures with the same formula, charge and spin, the calculation gives 41.98 kJ/mol. For the highest occupied orbital energy (spin up / spin down), the calculation gives -0.5818 / -0.5786 Eh. The calculation puts the orbital gap (spin up / spin down) at 4.672 / 3.804 eV. The spin multiplicity is 4.